1.
{"formula": "C22H22Cl2F6FePSb", "method": "ωB97M-V/def2-TZVPD", "symbols": ["H", "C", "H", "Cl", "H", "C", "H", "C", "C", "C", "H", "C", "Sb", "H", "H", "C", "H", "C", "F", "H", "C", "C", "F", "C", "C", "C", "H", "H", "H", "H", "H", "F", "H", "C", "F", "H", "C", "C", "C", "Fe", "H", "H", "C", "P", "C", "C", "C", "C", "F", "H", "Cl", "H", "H", "F", "H"], "coordinates": [[3.363, 2.796, -1.411], [0.231, -4.920, 0.654], [0.094, -1.296, -2.009], [1.056, 2.315, 1.631], [1.855, -2.335, -2.837], [1.611, -4.925, 0.795], [5.201, -0.817, 3.809], [-0.329, -1.655, -1.074], [-0.469, 1.608, 2.096], [2.353, -3.808, 0.412], [-1.406, -1.571, -1.017], [3.971, -0.931, 2.068], [-0.819, 3.178, -1.832], [2.061, -1.764, 2.644], [2.108, -5.777, 1.237], [3.996, -1.018, 0.667], [2.102, -0.003, 2.571], [-0.415, -3.832, 0.086], [-2.545, 2.767, -2.399], [7.341, -1.055, 0.112], [1.986, 0.653, -4.419], [3.454, 1.752, -1.130], [-0.475, 1.216, -1.769], [6.392, -0.928, 2.035], [2.516, -0.485, -1.938], [2.783, 0.888, -2.147], [-0.410, 1.263, 3.123], [-0.347, -5.771, 0.988], [7.324, -0.888, 2.582], [2.631, 2.494, -3.559], [1.431, -1.332, -5.048], [-0.161, 3.101, -3.586], [4.511, 1.483, -1.037], [2.681, -0.887, 2.840], [-1.077, 5.017, -1.770], [2.877, -0.848, 3.909], [0.319, -2.735, -0.380], [2.475, 1.436, -3.399], [1.714, -2.722, -0.157], [0.798, 0.254, -0.625], [3.418, -3.769, 0.603], [5.195, -1.131, -1.114], [1.798, -0.722, -4.235], [2.464, -1.091, -0.246], [5.191, -0.887, 2.729], [6.405, -1.019, 0.651], [5.203, -1.065, -0.033], [2.050, -1.283, -3.009], [0.978, 3.276, -1.232], [1.760, 1.105, -5.375], [-0.886, 0.148, 1.101], [-1.490, -3.843, -0.041], [-1.267, 2.323, 1.935], [-1.312, 2.907, -0.021], [3.049, 1.660, -0.134]], "homo_lumo_gap_ev": [7.1, 7.0], "e_tot_ev": -114729.962, "spin_multiplicity": 2, "lumo_energy_ev": [-4.995, -5.077], "s2": 0.8171, "charge": 1}

***

2.
{"formula": "C22H22Cl2O3STeV", "method": "ωB97M-V/def2-TZVPD", "symbols": ["H", "H", "H", "H", "C", "H", "C", "O", "O", "V", "H", "H", "C", "C", "C", "C", "C", "C", "Te", "C", "C", "H", "H", "H", "Cl", "H", "H", "H", "C", "C", "H", "C", "C", "Cl", "H", "C", "C", "C", "C", "H", "C", "H", "H", "H", "C", "H", "H", "C", "S", "H", "O", "C"], "coordinates": [[4.199, 1.976, 2.198], [-2.306, 3.475, 1.275], [-5.867, -0.596, -0.003], [5.159, 2.493, -0.033], [3.322, -1.725, -0.233], [-2.879, 5.699, -2.344], [-4.793, -0.528, -0.213], [0.915, -1.752, -0.252], [-0.327, -2.403, 1.796], [-0.718, -1.853, 0.064], [5.437, -1.647, 0.050], [-3.216, 5.447, 0.099], [2.059, -2.253, 1.744], [-2.491, 4.825, -1.830], [-1.479, 2.615, -0.525], [4.475, -1.820, 0.526], [4.429, -2.127, 1.887], [-2.684, 4.685, -0.461], [-0.599, 1.076, 0.580], [-2.174, 3.573, 0.204], [0.809, -2.507, 2.362], [0.139, -3.992, -1.225], [-4.584, -0.603, -1.280], [-5.684, -3.256, -0.197], [3.384, -1.365, -1.910], [-1.369, -4.392, -0.373], [1.342, 1.820, -1.856], [-4.339, -3.061, -1.390], [-0.851, -3.635, -0.966], [3.236, -2.371, 2.501], [-1.667, 3.954, -3.619], [2.123, -1.908, 0.391], [3.574, 1.936, 1.309], [5.893, -2.200, 2.781], [-4.391, 0.391, 0.213], [-1.305, 2.726, -1.898], [1.419, 1.592, 0.286], [-1.809, 3.847, -2.547], [3.300, 2.197, -1.071], [1.805, 1.413, 2.403], [4.109, 2.230, 0.060], [-4.148, -4.134, 0.051], [-1.413, -3.418, -1.876], [-0.808, 1.953, -2.470], [-4.598, -3.226, -0.344], [3.201, -2.644, 3.554], [3.718, 2.426, -2.047], [2.224, 1.619, 1.426], [-4.012, -1.873, 0.612], [0.799, -2.831, 3.398], [-2.510, -1.720, 0.161], [1.951, 1.868, -0.964]], "homo_lumo_gap_ev": [6.2, 6.2], "e_tot_ev": -98158.086, "spin_multiplicity": 2, "lumo_energy_ev": [-7.474, -7.707], "de_lowest_kj_mol": 125.80, "s2": 0.7696, "charge": 2}

***

3.
{"formula": "C22H22ClI2NO4STi", "method": "ωB97M-V/def2-TZVPD", "symbols": ["H", "O", "C", "H", "H", "H", "C", "C", "C", "H", "N", "H", "C", "I", "C", "H", "H", "H", "H", "Cl", "C", "H", "H", "H", "C", "C", "H", "H", "H", "H", "H", "C", "H", "C", "C", "C", "C", "H", "C", "Ti", "C", "C", "C", "O", "C", "S", "C", "C", "I", "H", "H", "O", "C", "O"], "coordinates": [[1.236, 3.078, 1.816], [-1.028, -1.808, 1.131], [3.944, -0.760, 1.347], [-0.346, 3.319, -2.725], [-0.643, 4.369, 0.474], [2.280, 0.632, 1.145], [0.577, 2.762, -2.542], [2.298, -2.401, -0.120], [-2.872, -0.367, -0.796], [1.165, 3.609, -0.619], [1.894, -1.134, 0.197], [-0.372, 0.841, -2.930], [3.534, -2.908, 0.313], [5.657, -5.108, 0.566], [-3.833, 0.338, -1.530], [-0.281, 1.453, 3.032], [0.406, 4.408, 2.582], [3.237, -5.997, -1.065], [5.317, -2.391, 1.400], [-7.183, -0.237, 0.540], [-5.148, 0.400, -1.145], [-3.502, 0.833, -2.436], [-2.766, -2.291, 2.120], [1.565, 1.900, -0.806], [1.763, -4.448, -1.254], [3.866, -4.249, -0.041], [-5.888, 0.944, -1.711], [4.555, -0.078, 1.918], [0.493, 1.513, -4.309], [1.395, 0.803, -2.976], [1.382, 3.367, -2.965], [-4.603, -0.980, 0.773], [0.556, 2.519, 4.169], [-5.504, -0.291, 0.030], [-0.170, 2.485, 3.357], [0.265, 3.390, 2.212], [0.819, 2.664, -1.039], [-4.931, -1.488, 1.671], [2.994, -4.979, -0.793], [-0.195, -1.027, -0.261], [-0.755, 3.463, 1.077], [-2.365, -1.755, 1.270], [1.387, -3.161, -0.939], [0.309, -2.551, -1.362], [0.514, 1.403, -3.225], [-0.668, 2.136, -0.134], [-3.213, -1.041, 0.416], [2.680, -0.344, 0.899], [0.533, -5.614, -2.425], [-1.129, 2.817, 3.758], [-1.778, 3.455, 1.455], [-0.196, 0.917, 0.687], [4.354, -2.034, 1.059], [-1.606, -0.376, -1.264]], "homo_lumo_gap_ev": [4.5, 4.5], "e_tot_ev": -95527.113, "spin_multiplicity": 1, "lumo_energy_ev": [-0.781, -0.776]}

***

4.
{"formula": "C22H22ClN3O2", "method": "ωB97M-V/def2-TZVPD", "symbols": ["H", "O", "H", "C", "C", "C", "C", "H", "C", "C", "H", "C", "N", "C", "C", "C", "C", "H", "H", "C", "H", "H", "C", "C", "C", "N", "H", "H", "C", "H", "O", "H", "H", "N", "C", "H", "H", "Cl", "H", "H", "C", "C", "H", "C", "H", "H", "H", "H", "C", "C"], "coordinates": [[-4.628, 4.683, 0.116], [-4.228, 0.147, -0.807], [-4.340, -2.686, -0.700], [1.585, -5.586, 0.294], [2.728, -4.868, -0.026], [-3.658, 4.212, 0.164], [-2.539, 4.955, 0.491], [-4.416, 2.269, -0.329], [0.670, 2.029, -1.002], [-2.305, 2.237, -0.032], [3.699, -5.329, 0.059], [3.853, 0.491, 0.211], [0.084, 2.314, 0.299], [1.742, 0.960, -0.825], [-2.552, -1.458, -0.500], [-3.065, -0.077, -0.525], [-3.546, 2.857, -0.093], [3.478, -2.991, -0.716], [4.290, 0.311, -0.770], [2.178, 1.765, 1.363], [-0.544, -5.591, 0.465], [-0.423, 4.938, 0.777], [1.349, -2.976, -0.563], [-1.114, -3.092, -0.347], [0.329, -5.018, 0.197], [2.770, 1.439, 0.079], [4.618, 0.913, 0.861], [1.250, -1.963, -0.920], [2.597, -3.558, -0.457], [-2.627, 6.010, 0.703], [-1.235, -1.744, -0.361], [-0.103, 1.681, -1.690], [-1.201, 0.542, 0.033], [-2.132, 0.861, -0.209], [1.107, 2.838, 1.181], [1.265, 0.044, -0.431], [2.201, 0.732, -1.790], [1.733, -7.223, 0.831], [2.963, 2.142, 2.022], [1.723, 0.875, 1.835], [-1.295, 4.349, 0.536], [0.201, -3.697, -0.234], [0.654, 3.079, 2.145], [-3.279, -2.621, -0.582], [3.525, -0.473, 0.634], [1.133, 2.934, -1.430], [1.588, 3.740, 0.771], [-2.570, -4.721, -0.512], [-2.354, -3.673, -0.477], [-1.155, 2.996, 0.262]], "homo_lumo_gap_ev": 8.1, "e_tot_ev": -44259.227, "spin_multiplicity": 1, "lumo_energy_ev": 0.041, "de_lowest_kj_mol": 6.02, "smiles": "CN1CCN(c2ccccc2NC(=O)c2ccc(-c3cccc(Cl)c3)o2)CC1"}